C56H144O16 | the ωB97M-V functional and the def2-TZVPD basis

ORCA input file:
```
! RIJCOSX wB97M-V def2-TZVPD def2/J DEFGRID3
* xyz 0 1
C -1.67566 6.48262 3.34304
C -1.43376 6.09830 1.94652
O -0.10312 5.78383 1.80717
C 0.23800 5.11207 0.60103
C 1.79525 5.14149 0.46373
H -1.19540 7.45220 3.47488
H -2.74548 6.55775 3.53786
H -1.20867 5.77191 4.02488
H -2.07824 5.24224 1.74674
H -1.76627 6.88847 1.27334
H -0.04539 4.05980 0.57845
H -0.22324 5.53079 -0.29341
H 2.03948 4.62813 -0.46629
H 2.31980 4.57046 1.22981
H 2.19672 6.14961 0.36067
C -4.13847 3.20459 4.88473
C -4.16602 1.82517 4.22482
O -4.37369 2.06733 2.86852
C -4.17155 0.94307 2.03469
C -4.09305 1.33193 0.53386
H -5.01599 3.76260 4.55813
H -4.27257 3.14264 5.96468
H -3.22850 3.76517 4.67071
H -3.21544 1.31002 4.36306
H -4.98021 1.17260 4.54002
H -3.21107 0.48915 2.27868
H -4.90901 0.15504 2.18721
H -4.13675 0.46996 -0.13188
H -3.18581 1.85962 0.23964
H -4.99058 1.90141 0.29257
C 2.82758 2.74847 -5.86884
C 2.15107 3.69396 -4.82457
O 1.26755 2.94807 -4.00989
C 0.29557 3.64151 -3.31650
C -0.45115 2.56922 -2.50949
H 2.11319 2.29055 -6.55298
H 3.55142 3.29942 -6.46934
H 3.33350 1.91377 -5.38362
H 2.90039 4.14568 -4.17451
H 1.60482 4.46251 -5.37142
H 0.66065 4.35293 -2.57576
H -0.41472 4.21187 -3.91506
H -1.00665 1.92472 -3.19076
H -1.16697 2.96526 -1.78918
H 0.29501 1.88945 -2.09806
C 1.23214 -0.51101 6.97969
C 1.56938 -1.31375 5.72992
O 1.30201 -2.74798 5.88308
C 1.53251 -3.47054 4.68863
C 1.59067 -4.99445 4.98511
H 1.82040 -0.85823 7.82909
H 1.45281 0.53849 6.78489
H 0.18640 -0.69716 7.22441
H 0.97298 -0.84644 4.94632
H 2.59095 -1.17549 5.37582
H 0.70609 -3.26308 4.00886
H 2.44505 -3.10446 4.21815
H 0.60184 -5.41349 5.17146
H 2.21236 -5.22308 5.85075
H 2.06464 -5.50917 4.14933
C -0.89944 8.75032 -0.67093
C -1.62785 7.77840 -1.60767
O -2.46329 6.87481 -0.97635
C -2.96574 5.80366 -1.83111
C -3.53798 4.66105 -1.00924
H -0.44365 9.51262 -1.30280
H -1.45235 9.27255 0.10988
H -0.04164 8.28564 -0.18477
H -2.26957 8.33635 -2.28957
H -0.85082 7.22741 -2.13750
H -3.72773 6.22326 -2.48793
H -2.15739 5.45311 -2.47282
H -3.64685 3.75968 -1.61238
H -4.55553 4.74319 -0.62721
H -2.87457 4.46975 -0.16579
C 4.40431 -6.04141 1.82746
C 3.34837 -5.22945 1.04809
O 2.01867 -5.71160 1.21485
C 1.07660 -4.71486 0.94373
C -0.31624 -5.33301 1.19306
H 5.36733 -5.60481 1.56274
H 4.24444 -5.99714 2.90476
H 4.34211 -7.06624 1.46147
H 3.39987 -4.18234 1.34645
H 3.55056 -5.24999 -0.02280
H 1.21472 -3.84653 1.58795
H 1.08615 -4.42785 -0.10776
H -1.04286 -4.52728 1.08858
H -0.32456 -5.80684 2.17465
H -0.62319 -6.05059 0.43218
C -0.60665 -1.93097 -3.55977
C 0.53206 -1.10045 -4.07065
O 1.02223 -1.64339 -5.26663
C 2.32901 -1.24796 -5.61106
C 2.52595 -1.47515 -7.12051
H -0.40307 -3.00059 -3.61041
H -0.84279 -1.69761 -2.52156
H -1.49311 -1.63925 -4.12295
H 0.15943 -0.08986 -4.23788
H 1.33232 -0.89305 -3.36025
H 2.47266 -0.17639 -5.47246
H 3.06839 -1.84562 -5.07794
H 1.73124 -1.04565 -7.73048
H 2.58476 -2.50063 -7.48524
H 3.44273 -0.97098 -7.42614
C 0.40219 -7.23332 -2.18827
C -0.47028 -6.06953 -2.74079
O -1.28057 -6.68207 -3.72298
C -2.27724 -5.77906 -4.21195
C -2.77038 -6.42214 -5.51197
H -0.19390 -8.04564 -1.77245
H 1.05037 -7.69371 -2.93393
H 0.98528 -6.88635 -1.33521
H -1.14596 -5.64383 -1.99894
H 0.14630 -5.28557 -3.18049
H -3.06506 -5.82324 -3.45996
H -2.01434 -4.72531 -4.30462
H -1.98762 -6.78185 -6.17980
H -3.38576 -5.73860 -6.09693
H -3.33373 -7.30329 -5.20486
C -5.98060 0.00222 7.21491
C -5.16617 -1.25106 6.97966
O -4.25040 -0.97415 5.93911
C -3.34275 -1.98898 5.69086
C -2.40098 -1.56852 4.57052
H -6.52387 0.32045 6.32514
H -6.62169 -0.07369 8.09317
H -5.24037 0.74838 7.50372
H -4.68668 -1.63831 7.87867
H -5.71714 -2.13601 6.66124
H -2.67129 -2.21082 6.52034
H -3.85493 -2.88339 5.33619
H -2.07879 -0.56240 4.83890
H -2.93458 -1.38959 3.63706
H -1.53769 -2.22499 4.46149
C -4.23249 -0.45673 -3.60110
C -4.03358 0.85374 -4.38208
O -2.73398 0.89529 -4.87998
C -2.60215 1.50518 -6.17122
C -1.13459 1.44799 -6.56382
H -5.27631 -0.55415 -3.30270
H -3.85372 -1.29786 -4.18174
H -3.63525 -0.30237 -2.70245
H -4.68664 0.78169 -5.25181
H -4.37646 1.74099 -3.84981
H -3.20944 1.06281 -6.96092
H -2.95235 2.53523 -6.10436
H -1.07340 2.08293 -7.44767
H -0.77044 0.45109 -6.81221
H -0.47973 1.80700 -5.76986
C 2.89513 -4.21015 -2.86759
C 3.55362 -2.96753 -2.32906
O 4.50480 -3.33924 -1.27608
C 5.16934 -2.22470 -0.65157
C 6.23418 -2.84273 0.22587
H 3.61732 -4.92319 -3.26525
H 2.27823 -4.67466 -2.09832
H 2.26054 -4.00003 -3.72855
H 4.02706 -2.37957 -3.11536
H 2.72809 -2.42636 -1.86674
H 5.57542 -1.56138 -1.41524
H 4.46802 -1.69514 -0.00673
H 6.86029 -2.06911 0.67039
H 6.91181 -3.45251 -0.37168
H 5.83990 -3.48003 1.01739
C 3.33969 1.10894 -1.97787
C 4.81922 1.63000 -1.83551
C 5.17165 3.17243 -2.07252
O 5.21191 1.29067 -0.54102
H 3.17988 0.09633 -1.60750
H 2.97338 1.17193 -3.00254
H 2.75058 1.75166 -1.32368
H 5.34546 0.93155 -2.48615
H 6.23427 3.39018 -1.96516
H 4.55662 3.82685 -1.45480
H 4.95410 3.48377 -3.09420
H 6.15246 1.46452 -0.45893
C 4.49595 -0.71240 2.62014
C 3.81843 0.65326 2.49267
C 4.75428 1.81535 2.66273
O 3.17660 0.66495 1.23546
H 3.87585 -1.57431 2.37381
H 4.62654 -0.77302 3.70059
H 5.44720 -0.87222 2.11250
H 2.99270 0.70814 3.20207
H 5.15044 1.85868 3.67727
H 4.28699 2.77931 2.46142
H 5.64023 1.78324 2.02857
H 3.82022 0.95861 0.58653
C -0.35871 0.24585 0.69544
C 0.25098 -1.13599 0.53631
O 1.19104 -1.29006 1.54992
H -0.82329 0.40720 1.66819
H -1.09997 0.40587 -0.08751
H 0.45341 0.95903 0.55430
H 0.79353 -1.28804 -0.39677
H -0.47910 -1.94153 0.61492
H 1.98522 -0.75944 1.45332
C -4.68011 -4.06795 0.87262
C -4.30211 -2.62743 0.68595
O -4.16197 -2.30759 -0.66261
H -4.69315 -4.31786 1.93350
H -3.88803 -4.70891 0.48546
H -5.66442 -4.29532 0.46328
H -3.41119 -2.38051 1.26334
H -5.04132 -1.95485 1.12105
H -4.94052 -2.47483 -1.19879
C -0.53678 2.85301 3.82081
C 0.88510 3.11663 3.33214
O 1.20549 4.41657 3.61321
H -0.65292 3.33071 4.79364
H -0.70070 1.77541 3.81872
H -1.25260 3.27973 3.11823
H 1.00940 2.86479 2.27894
H 1.51839 2.47778 3.94770
H 0.74196 5.00575 3.01353
*
```

---

C56H154N14O14 | the ωB97M-V functional and the def2-TZVPD basis

ORCA input file:
```
! RIJCOSX wB97M-V def2-TZVPD def2/J DEFGRID3
* xyz 0 1
C -6.87430 -0.16216 -10.03640
C -6.81577 -0.59832 -8.57834
C -7.41409 -1.97577 -8.40364
O -8.74973 -2.02363 -8.98018
C -9.71263 -1.50393 -8.14004
N -5.46290 -0.55917 -8.01808
H -7.92355 0.08860 -10.19221
H -6.40111 -0.92484 -10.65487
H -6.42767 0.81942 -10.19498
H -7.49791 0.02902 -8.00455
H -7.40242 -2.36394 -7.38516
H -6.75468 -2.60791 -8.99834
H -10.01326 -0.48550 -8.38603
H -9.43655 -1.49929 -7.08559
H -10.55854 -2.18068 -8.26062
H -4.93902 -1.13829 -8.65859
H -5.31899 -1.10999 -7.18383
C -0.79171 -0.45372 13.70990
C -1.72839 0.62714 13.12225
C -1.48655 1.17670 11.63209
O -0.24241 1.78008 11.58121
C 0.78537 1.23773 10.73821
N -3.11616 0.03365 13.19824
H -0.86382 -1.43240 13.23546
H -0.87399 -0.55022 14.79250
H 0.21368 -0.18314 13.38730
H -1.68696 1.46184 13.82201
H -2.29275 1.89224 11.47043
H -1.66669 0.38830 10.90129
H 0.61445 1.54920 9.70774
H 0.98754 0.16854 10.80176
H 1.66945 1.82772 10.97991
H -3.15553 -0.61142 12.42208
H -3.74634 0.79161 12.97807
C -2.56376 0.21857 -0.96868
C -1.43299 -0.76931 -1.42028
C -0.36813 -1.17080 -0.38298
O -0.02135 -0.07042 0.42365
C 1.03681 -0.38040 1.36170
N -2.11184 -1.92106 -1.93456
H -2.15081 1.04157 -0.38538
H -3.35472 -0.26225 -0.39313
H -3.24296 0.65691 -1.69988
H -0.90426 -0.33762 -2.27009
H 0.54849 -1.63201 -0.75066
H -0.83136 -1.88461 0.29820
H 1.96866 -0.60557 0.84299
H 0.82200 -1.31312 1.88321
H 1.24188 0.56603 1.86203
H -2.94807 -2.30241 -1.51577
H -1.48116 -2.70262 -2.04188
C 12.12666 3.74053 1.33107
C 11.31580 2.73514 0.64726
C 10.00197 3.15915 0.01829
O 9.23290 1.98692 -0.39229
C 7.88117 2.39123 -0.83335
N 12.11949 1.92300 -0.28244
H 12.25462 4.63128 0.71603
H 12.99603 3.46481 1.92795
H 11.39347 3.94079 2.11236
H 11.05841 1.89097 1.28696
H 10.18477 3.86604 -0.79102
H 9.50947 3.85284 0.69971
H 7.37150 2.68635 0.08383
H 7.31738 1.60452 -1.33469
H 7.90197 3.22396 -1.53636
H 12.41282 2.47414 -1.07637
H 11.51667 1.16882 -0.57893
C -9.27500 -2.51690 -0.55776
C -10.02762 -3.64359 -0.04584
C -9.05307 -4.51999 0.86779
O -7.99113 -5.16786 0.16308
C -8.37018 -5.97222 -0.95952
N -11.22327 -3.15817 0.66763
H -8.52174 -3.01028 -1.17198
H -8.79501 -1.93114 0.22620
H -9.94621 -1.81152 -1.04769
H -10.31336 -4.18901 -0.94526
H -9.78746 -5.21622 1.27281
H -8.51931 -4.08068 1.71053
H -8.52696 -5.31322 -1.81347
H -9.21726 -6.65213 -0.86854
H -7.71804 -6.81136 -1.20170
H -11.63490 -4.01549 1.00771
H -11.88023 -2.83167 -0.02656
C 1.48353 6.52577 -0.61511
C 2.29300 7.77466 -1.16069
C 1.61234 9.02770 -0.60857
O 1.68883 9.09186 0.81107
C 1.38079 10.27404 1.53019
N 3.68921 7.80421 -0.69481
H 0.45909 6.51453 -0.98726
H 1.51388 6.31648 0.45419
H 1.89625 5.57483 -0.95199
H 2.29792 7.83303 -2.24912
H 0.55054 9.13128 -0.83207
H 2.12626 9.88920 -1.03496
H 0.53914 10.84974 1.14510
H 2.19580 10.98463 1.39259
H 1.34486 10.13199 2.61030
H 4.14652 8.56047 -1.18372
H 3.67979 8.11284 0.26683
C 11.88884 -7.66365 -1.58947
C 10.74887 -7.58554 -2.66383
C 10.09860 -6.24517 -2.71363
O 9.26008 -6.07651 -1.55885
C 8.56549 -4.84961 -1.42737
N 11.14233 -8.25190 -3.91892
H 12.88724 -7.41602 -1.94999
H 11.98569 -8.62817 -1.09102
H 11.71414 -6.92910 -0.80334
H 9.98324 -8.28267 -2.32337
H 9.63524 -6.17281 -3.69757
H 10.82316 -5.43361 -2.64664
H 8.34628 -4.67632 -0.37379
H 7.75908 -4.82980 -2.16045
H 9.22880 -4.04902 -1.75474
H 10.43906 -8.17967 -4.64023
H 11.92493 -7.80010 -4.37005
C 2.38525 -2.50716 -6.54388
C 1.40757 -2.91338 -7.55382
C 1.40165 -1.90513 -8.70537
O 0.38150 -2.30069 -9.63946
C 0.13588 -1.58824 -10.75314
N 1.99120 -4.10479 -8.11361
H 3.40907 -2.45245 -6.91388
H 2.31274 -3.12302 -5.64747
H 2.14864 -1.52608 -6.13206
H 0.42634 -3.20516 -7.17948
H 2.37122 -1.89558 -9.20332
H 1.27219 -0.91837 -8.26078
H 1.05185 -1.51012 -11.33880
H -0.21461 -0.56322 -10.63233
H -0.54789 -2.15917 -11.38129
H 1.26596 -4.64515 -8.56320
H 2.21443 -4.69533 -7.32524
C 10.62364 -1.81711 6.21768
C 9.81281 -0.54344 6.82884
C 8.44589 -0.42696 6.01759
O 7.50485 0.64621 6.43374
C 8.04418 1.90373 6.29572
N 9.39411 -0.76414 8.25564
H 10.52915 -2.71390 6.83000
H 11.66594 -1.56201 6.02625
H 10.31138 -2.02055 5.19337
H 10.32790 0.41280 6.73731
H 8.03272 -1.43547 6.03554
H 8.54182 -0.33745 4.93552
H 7.77699 2.64396 7.04989
H 7.69738 2.30079 5.34169
H 9.12218 2.03101 6.19670
H 8.47567 -0.34401 8.26348
H 9.94894 -0.24709 8.92265
C -5.04187 9.15936 2.81772
C -6.19202 9.01934 1.73912
C -5.94323 9.84757 0.50520
O -6.99197 9.81282 -0.47737
C -8.30986 10.24123 0.06561
N -6.40500 7.66752 1.44335
H -5.16778 8.57377 3.72839
H -4.73212 10.17805 3.05100
H -4.13033 8.77880 2.35689
H -7.11878 9.41766 2.15211
H -5.08216 9.44840 -0.03083
H -5.74583 10.86902 0.83040
H -8.99252 10.64128 -0.68408
H -8.36824 10.97716 0.86754
H -8.81375 9.32031 0.35904
H -7.23967 7.52858 0.89190
H -5.66394 7.42675 0.80073
C 5.47958 -7.78038 12.67317
C 4.02939 -7.52090 12.93347
C 3.22544 -7.53921 11.61748
O 3.80424 -6.65276 10.63317
C 3.09505 -6.45388 9.38277
N 3.53852 -8.34825 13.95509
H 5.44199 -8.81430 12.33012
H 5.97324 -7.78544 13.64496
H 6.03496 -7.13851 11.98932
H 3.84281 -6.63061 13.53402
H 2.23695 -7.10991 11.78074
H 3.02113 -8.51777 11.18298
H 2.71338 -7.34460 8.88373
H 3.65901 -5.87451 8.65178
H 2.21078 -5.90007 9.69821
H 4.00708 -8.26809 14.84623
H 3.57057 -9.28146 13.57012
C -14.92276 2.12171 -3.59952
C -14.45848 3.44314 -2.86308
C -13.28087 4.29365 -3.54263
O -12.07924 3.49464 -3.81555
C -10.87776 4.24221 -4.23767
N -15.64595 4.19253 -2.48023
H -15.36673 2.33414 -4.57207
H -15.64288 1.61919 -2.95375
H -14.08501 1.44871 -3.78210
H -13.95286 3.14764 -1.94378
H -13.09286 5.16217 -2.91142
H -13.49909 4.76462 -4.50111
H -10.26550 3.37502 -4.48512
H -10.25635 4.78459 -3.52510
H -11.01818 4.88980 -5.10312
H -15.39198 5.16380 -2.36957
H -16.19027 4.20081 -3.33096
C 1.82336 -9.03563 -1.97508
C 3.04977 -8.37754 -1.28639
C 3.74463 -9.08696 -0.02939
O 4.29844 -8.05752 0.77009
C 5.49929 -8.38355 1.53246
N 4.11347 -8.14144 -2.25790
H 1.85996 -10.08801 -2.25662
H 1.58121 -8.49051 -2.88739
H 0.97039 -9.07542 -1.29760
H 2.66582 -7.39567 -1.00957
H 4.43006 -9.85318 -0.39159
H 2.91290 -9.68961 0.33550
H 5.42359 -9.18465 2.26772
H 5.80209 -7.41980 1.94183
H 6.36340 -8.69802 0.94720
H 4.68238 -8.95213 -2.05990
H 4.77961 -7.42426 -2.00891
C -0.47437 5.44490 -8.88139
C -1.35019 5.88262 -7.73634
C -2.65750 6.49999 -8.15662
O -3.45824 7.07935 -7.06982
C -3.20181 8.41653 -6.79089
N -1.65556 4.72734 -6.88061
H -0.01293 6.28256 -9.40435
H -1.08481 4.92115 -9.61702
H 0.35432 4.80646 -8.57517
H -0.76675 6.61267 -7.17533
H -3.23256 5.75147 -8.70173
H -2.46185 7.28912 -8.88262
H -3.14689 8.65454 -5.72861
H -4.01538 9.06539 -7.11519
H -2.23346 8.75173 -7.16244
H -2.06669 3.92291 -7.33224
H -2.36815 5.04153 -6.23750
*
```

---

How do the records compare in relative energy (zero: lowest compared OMol25 entry of this formula, charge and spin)? In the order shown, they have 0.00, 284.41 kcal/mol.
How do the records compare in LUMO energy? In the order shown, they have 0.3, 0.3 eV.